(1)
Formula: C26H30N6O3
Source: the OMol25 dataset
Level of theory: wB97M-V/def2-TZVPD

Properties
2S+1: 1
ΔE to the lowest compared entry with this formula, charge and spin: 168.5 kcal per mole
LUMO level: 0.0155 hartree
gap between HOMO and LUMO: 9.13 eV

Positions of all 65 atoms, in Å:
C -3.4102 -1.2668 1.4297
N -2.7216 -2.3085 0.6948
C -1.4512 -2.0458 0.0757
C -1.5524 -0.9705 -1.0232
C -2.1911 -1.5061 -2.3160
C -3.6364 -1.8712 -2.1193
C -4.0468 -3.1967 -2.1530
C -5.3760 -3.5256 -1.9554
C -6.3103 -2.5321 -1.7217
C -5.9122 -1.2065 -1.6965
C -4.5831 -0.8783 -1.8963
N -0.2287 -0.4198 -1.3392
C -0.0311 1.0148 -1.3721
C 0.9022 1.5423 -0.2381
C 2.2470 1.9955 -0.7297
C 2.7643 3.1990 -0.2683
C 4.0000 3.6445 -0.7019
C 4.7336 2.8894 -1.5998
C 4.2223 1.6907 -2.0683
C 2.9841 1.2446 -1.6418
N 0.9848 0.5543 0.8437
C 2.1284 -0.3005 1.0786
C 2.7100 -0.0727 2.4813
C 3.2657 1.3168 2.6182
C 4.5494 1.6072 2.1743
C 5.0601 2.8873 2.2861
C 4.2892 3.8959 2.8386
C 3.0049 3.6185 3.2739
C 2.4965 2.3360 3.1637
N -0.0160 0.3823 1.6415
O -1.0301 1.0632 1.4436
N 0.8100 -1.1194 -1.6865
O 0.7156 -2.3443 -1.7202
N -3.1781 -3.5216 0.5930
O -4.2541 -3.7628 1.1385
H -2.7103 -0.4900 1.7250
H -4.2115 -0.8431 0.8201
H -3.8643 -1.7261 2.3098
H -1.0901 -2.9884 -0.3402
H -0.7484 -1.7014 0.8459
H -2.1507 -0.1447 -0.6291
H -1.6271 -2.3766 -2.6540
H -2.1135 -0.7269 -3.0811
H -3.3198 -3.9768 -2.3226
H -5.6790 -4.5610 -1.9709
H -7.3457 -2.7890 -1.5565
H -6.6370 -0.4254 -1.5171
H -4.2794 0.1603 -1.8819
H -1.0067 1.4904 -1.2787
H 0.4070 1.2937 -2.3335
H 0.3897 2.3987 0.2252
H 2.1993 3.7909 0.4365
H 4.3872 4.5833 -0.3369
H 5.6989 3.2350 -1.9375
H 4.7880 1.0986 -2.7719
H 2.5879 0.3104 -2.0137
H 2.8818 -0.0892 0.3219
H 1.8145 -1.3449 0.9822
H 3.4987 -0.8089 2.6418
H 1.9212 -0.2374 3.2164
H 5.1548 0.8218 1.7445
H 6.0629 3.0970 1.9447
H 4.6887 4.8949 2.9321
H 2.3982 4.4015 3.7051
H 1.4956 2.1221 3.5115

Löwdin population analysis, charges in e, atoms 1 to 5: C -0.01; N -0.18; C -0.11; C -0.23; C -0.08

***

(2)
Formula: C26H30N6O3
Source: the OMol25 dataset
Level of theory: wB97M-V/def2-TZVPD

Properties
2S+1: 1
ΔE to the lowest compared entry with this formula, charge and spin: 48.9 kcal per mole
LUMO level: 0.0132 hartree
gap between HOMO and LUMO: 8.29 eV

Positions of all 65 atoms, in Å:
C -6.1761 -1.5041 0.5879
O -6.1814 -0.3287 -0.1880
C -5.1015 0.4952 -0.1137
C -5.1558 1.6357 -0.9339
C -4.1196 2.5354 -0.9630
C -2.9878 2.3233 -0.1710
N -1.9204 3.1817 -0.1911
C -0.7512 3.0344 0.5200
O 0.1378 3.8658 0.3991
C -0.7028 1.8594 1.3823
C 0.5501 1.6134 2.1788
N 1.5430 0.9265 1.3461
C 2.1395 -0.2219 2.0141
C 1.1443 -1.3188 2.1327
N 0.0566 -1.3152 2.8736
N -0.5526 -2.4744 2.6659
N 0.0989 -3.1926 1.8522
N 1.1857 -2.5106 1.4858
C 2.1189 -3.0607 0.5454
C 2.0087 -2.3785 -0.8268
C 0.5736 -2.3122 -1.2717
C -0.0420 -3.4267 -1.8274
C -1.3716 -3.3815 -2.2048
C -2.0986 -2.2153 -2.0379
C -1.4928 -1.1007 -1.4852
C -0.1667 -1.1508 -1.0919
C 2.5330 1.8344 0.7932
C 3.1232 1.3312 -0.5273
C 3.9081 2.4345 -1.2537
C 5.0935 1.6812 -1.8512
C 5.3221 0.6134 -0.7860
O 4.0326 0.2395 -0.3424
C -1.7477 1.0038 1.4416
C -2.9276 1.1932 0.6622
C -3.9944 0.2855 0.6846
H -7.1108 -2.0126 0.3576
H -6.1408 -1.2778 1.6580
H -5.3343 -2.1531 0.3268
H -6.0336 1.7794 -1.5433
H -4.1707 3.4053 -1.6011
H -1.9706 3.9985 -0.7890
H 0.2961 0.9763 3.0269
H 0.9428 2.5684 2.5491
H 2.5028 0.0333 3.0265
H 2.9851 -0.5576 1.4130
H 3.1347 -2.9587 0.9383
H 1.8635 -4.1202 0.4653
H 2.4318 -1.3772 -0.7634
H 2.6008 -2.9598 -1.5360
H 0.5259 -4.3360 -1.9662
H -1.8398 -4.2564 -2.6318
H -3.1355 -2.1727 -2.3383
H -2.0562 -0.1889 -1.3583
H 0.2928 -0.2836 -0.6367
H 3.3532 2.0287 1.5051
H 2.0240 2.7754 0.5759
H 2.3004 0.9608 -1.1535
H 4.2570 3.1732 -0.5307
H 3.2979 2.9381 -1.9985
H 4.8132 1.2127 -2.7952
H 5.9672 2.3090 -2.0073
H 5.8189 -0.2848 -1.1581
H 5.9054 1.0228 0.0520
H -1.6938 0.1393 2.0880
H -3.9067 -0.5763 1.3261

Löwdin population analysis, charges in e, atoms 1 to 5: C -0.08; O -0.09; C -0.28; C 0.01; C -0.01